1.
Entry from the Open Molecules 2025 dataset: a single C6H14O2S2 molecule in a non-equilibrium geometry (the ωB97M-V functional and the def2-TZVPD basis).

Geometry as XYZ:
```
24
Properties=species:S:1:pos:R:3:forces:R:3
C -3.726 0.097 -0.246 -0.60 -2.36 -1.02
C -2.376 0.577 -0.346 2.60 2.69 2.32
C -2.317 2.043 0.177 1.03 0.70 0.40
C 2.282 0.627 0.165 -0.24 -1.26 1.61
C 2.556 1.244 -1.097 5.15 3.63 -2.20
C 3.497 0.684 1.140 1.81 -1.86 -0.02
H -3.987 0.207 0.772 -0.70 0.17 1.08
H -4.345 0.751 -0.880 -0.16 -0.88 0.05
H -3.690 -1.009 -0.459 -0.90 1.01 -0.26
H -1.798 0.439 -1.280 -0.72 0.21 0.12
H -2.471 2.184 1.410 0.13 -0.73 -3.62
H -1.193 2.166 -0.029 -1.79 1.31 0.37
H -3.043 2.655 -0.415 0.97 0.11 0.61
H 1.360 0.976 0.607 -0.13 0.51 0.53
H 1.854 1.197 -1.891 -0.97 -0.02 -0.36
H 3.017 2.358 -1.016 -1.71 -2.12 0.07
H 3.532 0.792 -1.500 -1.40 0.06 0.34
H 3.210 0.398 2.197 0.20 0.38 -1.23
H 4.028 1.734 1.182 -1.00 -2.23 -0.35
H 4.300 -0.289 0.778 -2.23 3.29 0.95
O -1.489 0.164 0.731 0.48 -3.05 0.24
O 2.012 -0.771 -0.157 -0.45 -0.69 0.56
S -0.759 -1.399 0.576 -2.81 0.84 2.55
S 0.481 -1.185 -0.752 3.42 0.31 -2.73
```
Positions in Å, forces in eV/Å.

Results
Energy relative to the best compared isomer or geometry (same formula, charge and spin) = 3.1869 eV
Strongest force on any atom = 6.7 eV/Å
LUMO = 0.8 eV
Net charge = 0
Energy = -32210.8782 eV
HOMO energy = -0.3469 Ha

---

2.
Entry from the Open Molecules 2025 dataset: a gas-phase ion, C16H24BF2I2N4O3 (charge +1) in a non-equilibrium geometry (the ωB97M-V functional and the def2-TZVPD basis).

Geometry as XYZ:
```
52
Properties=species:S:1:pos:R:3:forces:R:3
C 1.669 -3.671 3.449 0.82 1.02 -0.83
C 1.491 -3.326 1.911 -1.50 -0.39 0.95
I 3.292 -3.216 0.761 -1.04 -0.35 0.57
C 0.232 -3.138 1.400 2.76 -0.29 0.49
I -1.413 -3.388 2.749 0.45 0.09 -1.01
O 0.147 -2.838 0.009 -1.55 1.30 0.77
C -1.031 -2.192 -0.349 -1.32 0.20 -0.65
O -2.066 -2.788 -0.464 0.83 0.29 0.15
C -1.138 -0.655 -0.706 1.34 3.14 -1.12
C -0.321 -0.032 -1.775 -1.18 0.45 1.06
C 0.734 -0.812 -2.610 -0.02 -0.19 -0.25
C 2.215 -0.697 -2.035 0.04 -0.13 0.77
C 2.558 0.718 -1.425 1.11 0.10 -0.50
C 4.005 0.799 -0.767 0.02 -0.08 -0.11
C 3.993 0.357 0.748 -0.01 -0.50 -0.34
N 4.127 1.482 1.716 -0.12 -0.94 0.24
C -0.502 1.412 -2.113 -0.02 -0.14 -0.36
N 0.222 2.059 -3.156 -2.21 -0.89 0.25
N -1.405 2.187 -1.406 0.16 -3.44 1.36
F -1.578 3.493 -1.697 0.33 -0.39 -0.32
C -2.213 1.671 -0.378 0.70 -1.64 -0.31
B -3.235 2.708 0.355 -0.71 1.47 1.02
N -4.657 2.362 0.649 1.15 0.59 0.54
O -2.796 3.987 0.779 0.21 -2.20 -0.43
C -2.109 0.249 -0.013 0.29 1.20 -0.94
C -3.074 -0.253 1.099 0.04 -0.76 -0.22
C -4.515 -0.659 0.545 0.64 -0.25 0.37
F -5.380 -0.720 1.675 0.84 0.09 -1.19
H 1.331 -2.745 3.999 0.12 -1.17 -0.30
H 1.097 -4.581 3.754 0.52 0.85 -0.26
H 2.764 -3.777 3.693 -1.22 -0.13 -0.36
H 0.752 -0.486 -3.694 -0.30 -0.18 1.20
H 0.386 -1.887 -2.647 0.55 1.08 0.10
H 2.995 -0.909 -2.824 -1.09 0.13 0.61
H 2.316 -1.522 -1.270 -0.03 1.08 -0.69
H 2.576 1.452 -2.283 -0.34 -0.65 1.02
H 1.835 1.053 -0.633 0.43 -0.27 -0.81
H 4.384 1.857 -0.880 -0.44 -1.09 0.40
H 4.742 0.160 -1.335 -0.85 0.53 0.43
H 3.005 -0.164 0.928 1.04 0.53 -0.08
H 4.799 -0.406 0.951 -0.84 0.62 -0.41
H 5.099 1.482 2.047 -0.48 0.28 -0.22
H 3.588 1.187 2.541 0.34 0.45 -0.34
H -0.335 2.844 -3.528 0.56 -0.09 0.52
H 0.290 1.420 -3.962 0.48 0.16 0.66
H -5.191 3.242 0.606 0.19 -0.44 -0.05
H -4.707 2.111 1.651 -0.34 -0.45 -0.66
H -3.250 4.154 1.625 0.01 0.45 -0.60
H -3.153 0.446 1.982 0.05 -0.52 -1.16
H -2.639 -1.203 1.507 -0.38 1.00 -0.23
H -4.425 -1.690 0.097 -0.31 1.09 0.49
H -4.922 0.076 -0.190 0.30 -0.61 0.77
```
Positions in Å, forces in eV/Å.

Results
Strongest force on any atom = 3.7 eV/Å
LUMO = -4.6 eV
Net charge = +1
Energy = -51386.9674 eV
HOMO energy = -0.4137 Ha

---

3.
Entry from the Open Molecules 2025 dataset: a molecular structure, C3H4N2S3 in a non-equilibrium geometry (the ωB97M-V functional and the def2-TZVPD basis).

Geometry as XYZ:
```
12
Properties=species:S:1:pos:R:3:forces:R:3
C 1.349 1.036 -1.088 1.39 -0.82 -2.75
C -1.889 -0.372 1.106 0.31 -0.80 0.21
C 0.413 -0.656 0.474 -3.21 2.02 -4.32
N -0.656 -0.459 1.327 0.07 -0.62 1.79
N 0.928 0.612 0.095 -1.94 3.23 3.89
S 2.293 2.282 -1.656 -0.87 -0.13 1.13
S 1.046 -0.148 -2.360 0.16 0.14 -0.37
S -0.162 -1.511 -1.411 0.15 0.44 1.54
H -2.561 -0.373 1.971 0.17 0.57 -0.23
H -2.320 -0.451 0.121 -0.13 -0.08 -0.55
H 1.125 -1.332 0.697 2.01 -2.26 1.35
H 0.433 1.372 0.725 1.90 -1.70 -1.68
```
Positions in Å, forces in eV/Å.

Results
Energy relative to the best compared isomer or geometry (same formula, charge and spin) = 1.6302 eV
Strongest force on any atom = 5.7 eV/Å
LUMO = -0.4 eV
Net charge = 0
Energy = -38659.5936 eV
HOMO energy = -0.2972 Ha

---

4.
Entry from the Open Molecules 2025 dataset: a molecular structure, C3H6N2OS in a non-equilibrium geometry (the ωB97M-V functional and the def2-TZVPD basis).

Geometry as XYZ:
```
13
Properties=species:S:1:pos:R:3:forces:R:3
C 0.205 0.842 0.361 -2.60 -4.40 0.33
C -0.485 -0.737 -1.282 -0.19 -2.23 2.01
C -1.379 -1.157 0.016 -2.26 -1.43 -0.53
H 2.989 0.696 -0.124 -1.92 3.08 0.47
H 0.923 2.007 2.323 -0.09 -2.46 -5.40
H 0.008 -1.804 -1.442 -0.70 2.53 -0.58
H -1.087 -0.378 -2.230 1.44 -0.37 2.09
H -2.529 -1.459 -0.189 2.59 1.02 0.22
H -0.974 -2.085 0.527 -0.13 1.12 -0.81
N 1.043 1.455 1.144 4.15 7.04 3.41
N 0.533 0.134 -0.649 0.21 1.03 -2.37
O 2.054 2.297 0.326 -0.46 -5.63 1.76
S -1.302 0.189 1.219 -0.06 0.70 -0.60
```
Positions in Å, forces in eV/Å.

Results
Energy relative to the best compared isomer or geometry (same formula, charge and spin) = 10.2327 eV
Strongest force on any atom = 8.9 eV/Å
LUMO = -2.0 eV
Net charge = 0
Energy = -19061.9340 eV
HOMO energy = -0.3192 Ha

---

5.
Entry from the Open Molecules 2025 dataset: a molecular structure, C29H31AsClMoNO4S (the ωB97M-V functional and the def2-TZVPD basis).

Geometry as XYZ:
```
69
Properties=species:S:1:pos:R:3:forces:R:3
Mo -0.283 -0.169 -0.023 0.49 0.10 -0.03
N 1.239 -1.636 0.741 0.09 0.10 0.05
C 0.744 -2.921 1.143 -0.05 -0.04 -0.03
C 1.189 -4.067 0.507 0.00 0.00 0.03
C 0.690 -5.306 0.881 0.02 0.00 -0.02
C -0.250 -5.388 1.896 -0.01 -0.02 0.01
C -0.700 -4.234 2.518 0.01 0.01 0.00
C -0.220 -2.979 2.149 0.01 0.00 -0.05
C -0.758 -1.731 2.739 0.05 0.04 0.06
C -1.121 -1.708 4.087 0.01 0.01 -0.03
C -1.659 -0.568 4.660 0.01 -0.02 0.01
C -1.842 0.567 3.883 0.00 0.03 0.01
C -1.470 0.559 2.547 -0.05 -0.03 0.05
C -0.912 -0.580 1.953 -0.18 -0.02 -0.12
H 1.884 -1.726 -0.038 0.03 0.00 0.03
H 1.723 -1.163 1.507 -0.01 -0.04 0.01
H 1.926 -3.987 -0.284 0.00 0.00 0.00
H 1.033 -6.199 0.377 0.00 0.00 0.01
H -0.649 -6.350 2.190 0.00 0.01 0.00
H -1.470 -4.298 3.276 0.00 0.00 0.00
H -0.959 -2.589 4.696 0.00 0.00 0.01
H -1.927 -0.564 5.709 0.00 0.00 0.00
H -2.264 1.465 4.318 0.00 0.00 0.00
H -1.599 1.465 1.967 -0.03 -0.01 -0.02
Cl -1.884 -2.490 -2.037 -0.01 -0.04 -0.04
C -1.857 -1.663 -0.410 -0.07 -0.01 0.11
H -1.866 -2.494 0.291 -0.03 0.00 0.00
H -2.821 -1.158 -0.347 -0.01 -0.01 0.01
O -2.531 2.906 -3.975 -0.01 -0.01 0.00
C -2.737 3.683 -2.873 0.01 0.03 0.02
C -3.467 4.864 -2.948 0.01 -0.01 0.00
C -3.679 5.625 -1.811 -0.01 0.00 -0.02
C -3.178 5.212 -0.585 0.00 0.01 0.01
C -2.466 4.026 -0.512 -0.01 0.00 0.03
C -2.228 3.259 -1.646 -0.02 -0.02 -0.08
C -1.404 2.021 -1.526 0.07 0.07 0.04
O -0.520 1.750 -2.339 -0.02 0.00 -0.02
O -1.654 1.283 -0.498 -0.04 -0.08 0.04
H -3.015 3.286 -4.715 0.01 0.00 0.00
H -3.868 5.182 -3.904 0.00 0.00 0.00
H -4.245 6.545 -1.886 0.00 0.00 0.00
H -3.344 5.806 0.303 0.01 -0.01 0.00
H -2.069 3.679 0.433 0.00 0.00 0.00
C 1.754 -2.071 -3.973 0.00 -0.01 -0.04
As 0.866 -0.524 -3.266 0.04 -0.03 0.00
C 2.100 0.928 -3.433 -0.02 -0.01 0.00
C -0.658 -0.288 -4.405 0.04 -0.02 -0.01
O 0.698 -0.951 -1.642 -0.20 -0.04 -0.12
H 2.002 -1.921 -5.023 0.00 0.00 0.00
H 1.085 -2.923 -3.866 -0.01 0.00 0.01
H 2.664 -2.249 -3.403 0.00 0.01 0.01
H 2.480 0.948 -4.454 0.00 0.01 0.00
H 2.912 0.751 -2.730 0.00 -0.01 0.01
H 1.594 1.854 -3.180 -0.01 -0.01 -0.01
H -0.261 -0.282 -5.422 -0.01 0.01 0.01
H -1.158 0.646 -4.179 0.01 0.03 0.01
H -1.323 -1.135 -4.267 0.00 0.00 0.02
S 1.397 1.646 0.388 -0.17 0.09 0.11
C 2.552 1.170 1.642 0.11 -0.05 -0.08
C 3.919 1.334 1.396 -0.01 -0.07 -0.01
C 4.863 0.978 2.345 0.01 -0.01 0.01
C 4.468 0.445 3.567 0.00 0.00 -0.01
C 3.116 0.291 3.829 -0.01 0.00 -0.01
C 2.165 0.656 2.883 0.01 0.08 0.07
H 4.233 1.745 0.444 -0.01 0.00 0.00
H 5.916 1.116 2.129 -0.01 0.00 0.00
H 5.207 0.163 4.306 0.00 0.00 0.00
H 2.787 -0.106 4.782 0.00 0.00 0.00
H 1.113 0.567 3.122 -0.03 -0.02 -0.02
```
Positions in Å, forces in eV/Å.

Results
Energy relative to the best compared isomer or geometry (same formula, charge and spin) = 0.1418 eV
Strongest force on any atom = 0.5 eV/Å
LUMO (spin up / spin down) = -0.2 / 0.1 eV
Net charge = 0
Spin multiplicity = 3
Energy = -126309.5041 eV
HOMO energy (spin up / spin down) = -0.2677 / -0.2749 Ha

---

6.
Entry from the Open Molecules 2025 dataset: 10 unconnected molecules or ions with the total composition C15H50N2O10 in a non-equilibrium geometry (the ωB97M-V functional and the def2-TZVPD basis).

Geometry as XYZ:
```
77
Properties=species:S:1:pos:R:3:forces:R:3
C 3.062 4.043 -1.944 1.70 1.86 0.94
C 3.203 2.528 -1.844 2.52 0.54 -1.31
O 2.998 2.039 -0.542 -0.79 0.78 -0.03
H 3.582 4.601 -1.107 0.18 -0.83 -0.81
H 2.053 4.348 -1.695 -0.51 0.06 -0.89
H 3.506 4.540 -2.895 -1.19 -1.23 1.38
H 4.238 2.216 -2.207 -1.10 0.42 0.40
H 2.521 2.197 -2.595 -0.83 -1.12 -0.24
H 3.433 1.205 -0.413 0.23 -0.48 -0.01
C 1.899 -0.681 -2.572 -0.39 0.37 -0.71
C 1.631 -2.212 -2.345 -2.91 3.25 -1.23
O 2.131 -2.439 -1.110 2.58 -2.14 0.33
H 1.230 -0.150 -3.273 0.13 -0.40 0.15
H 2.922 -0.469 -2.902 0.02 -0.50 -0.28
H 1.877 -0.128 -1.632 -0.54 -0.26 0.11
H 1.944 -2.718 -3.223 1.67 -1.16 -0.23
H 0.529 -2.493 -2.437 0.90 0.87 0.56
H 1.463 -2.298 -0.457 -1.08 -0.13 1.12
C -0.625 3.162 -2.129 1.27 -0.16 -0.72
C -1.792 3.830 -2.779 -0.31 -0.95 -0.74
O -2.993 3.342 -2.260 -1.27 1.34 0.51
H 0.211 3.642 -2.686 0.17 -0.85 0.70
H -0.645 2.075 -2.233 0.19 0.02 -0.56
H -0.515 3.299 -1.052 -0.20 0.72 -0.08
H -1.807 3.599 -3.919 0.44 0.87 1.63
H -1.649 4.898 -2.524 -0.76 -0.29 -0.65
H -2.983 2.394 -2.122 0.41 -0.62 -0.30
C -2.458 -0.732 2.980 1.62 -0.25 -0.34
C -3.427 -1.283 1.964 -0.02 0.80 -1.33
O -2.910 -2.395 1.185 0.72 0.14 1.65
H -2.689 0.294 3.338 -0.45 -0.82 -0.19
H -1.458 -0.590 2.469 -0.96 -0.49 0.59
H -2.354 -1.430 3.819 0.20 0.35 0.03
H -3.617 -0.478 1.296 0.12 0.77 -1.04
H -4.412 -1.435 2.338 -0.70 -0.99 0.82
H -3.439 -2.689 0.447 -0.63 0.27 -0.19
C 2.423 -0.521 4.434 0.40 -1.52 0.14
C 1.669 -0.039 3.241 -0.75 -0.95 -0.13
O 2.629 0.206 2.215 -0.96 2.11 0.53
H 1.903 -0.854 5.323 -0.91 -0.37 -0.18
H 3.039 0.236 4.862 1.06 0.58 -0.30
H 2.977 -1.387 4.012 0.29 0.45 0.90
H 1.168 0.885 3.498 -0.21 0.32 -0.48
H 0.908 -0.819 2.922 0.72 0.99 0.16
H 2.909 -0.596 1.839 0.41 -1.75 -0.65
C 0.236 -3.506 1.756 -2.41 6.06 -4.63
O 0.351 -2.456 0.812 -1.33 -4.58 4.44
N -0.867 -3.962 2.326 -2.85 0.57 -0.82
N 1.292 -4.013 2.227 5.61 -2.68 1.21
H -1.793 -3.529 2.007 1.32 -0.74 0.49
H -0.805 -4.727 3.008 -0.25 0.86 -0.62
H 2.169 -3.763 1.794 -0.11 0.09 -0.09
H 1.301 -4.952 2.632 -0.13 0.73 -0.05
C -3.927 -0.173 -1.926 -1.56 2.56 -0.51
O -2.783 0.499 -2.174 2.05 1.52 -2.14
H -4.138 -0.004 -0.910 -0.99 -0.68 1.55
H -3.968 -1.134 -2.295 0.10 -2.55 -0.35
H -4.630 0.405 -2.518 -0.98 -0.27 0.10
H -2.169 0.422 -1.460 1.08 -0.62 1.04
C -0.052 0.614 0.377 -1.26 -3.08 -0.89
O -1.200 -0.169 -0.250 1.87 1.31 1.01
H 0.894 0.018 0.260 -1.08 0.95 0.54
H -0.381 0.880 1.351 0.27 -0.46 1.32
H -0.047 1.531 -0.087 0.52 1.72 -1.66
H -0.886 -1.073 -0.218 -0.11 -0.63 0.24
C 1.198 3.490 1.703 -0.56 -1.27 -0.85
O 2.042 4.249 0.886 -0.59 2.10 1.57
H 1.720 2.614 2.119 -0.15 0.35 0.14
H 0.316 3.106 1.165 0.33 -0.08 -0.28
H 0.684 4.078 2.454 0.75 0.55 0.41
H 2.383 3.829 0.120 0.08 -1.37 -0.32
C -1.770 -3.492 -1.938 -0.07 -1.78 1.00
O -2.621 -4.570 -1.525 -0.36 -0.23 0.72
H -1.221 -3.160 -1.074 0.80 0.17 0.15
H -2.387 -2.690 -2.207 -0.79 1.05 -0.98
H -1.177 -3.932 -2.719 0.66 0.71 -0.55
H -2.075 -5.143 -0.968 -0.32 0.09 -0.24
```
Positions in Å, forces in eV/Å.

Results
Energy relative to the best compared isomer or geometry (same formula, charge and spin) = 1.4237 eV
Strongest force on any atom = 8.0 eV/Å
LUMO = -0.1 eV
Net charge = 0
Energy = -39815.7880 eV
HOMO energy = -0.3405 Ha